Entry P
The following is a DFT calculation (the ωB97M-V functional and the def2-TZVPD basis) of a molecular structure, C40H41KN10O2SeSi.

The geometry in ORCA input format:
```
! RIJCOSX wB97M-V def2-TZVPD def2/J DEFGRID3
* xyz -2 1
K -0.00813 -0.12098 0.52419
C -0.84057 1.44541 4.85543
C -0.65532 2.67287 4.06292
O 0.35466 2.66891 3.17701
C -1.33473 3.84967 3.97617
C -0.69833 4.58331 2.95268
C -0.96844 5.92979 2.39306
N 0.29354 3.86267 2.49043
N 1.25841 4.23862 1.62510
C 1.59200 3.24528 0.76017
O 1.06325 2.14183 0.68842
C 2.71091 3.59595 -0.18038
C 3.16434 2.59882 -1.03778
C 4.19415 2.86330 -1.92819
C 4.77272 4.12445 -1.96757
C 4.32213 5.12151 -1.11056
C 3.29624 4.85744 -0.21640
H 0.12113 0.99843 5.10124
H -1.40615 0.72498 4.24770
H -1.39719 1.66776 5.76256
H -2.19878 4.14015 4.54563
H -1.84661 6.36352 2.86596
H -1.12381 5.86505 1.31582
H -0.10407 6.57638 2.55067
H 2.70608 1.61916 -0.98878
H 4.54393 2.07978 -2.58780
H 5.57781 4.33013 -2.66269
H 4.77495 6.10559 -1.13707
H 2.94204 5.62140 0.46258
C -3.36034 0.85617 -2.85880
C -2.34456 1.00337 -1.93890
N -1.32110 0.15710 -1.86791
C -1.30657 -0.87156 -2.71855
C -2.38323 -1.03470 -3.61075
N -3.39156 -0.18484 -3.69726
C -0.15324 -1.80689 -2.68443
C 0.13881 -2.53550 -3.80893
C 1.27362 -3.40309 -3.81858
C 2.01437 -3.40718 -2.61437
C 1.64438 -2.64291 -1.50815
N 0.55173 -1.83088 -1.53037
C 2.44519 -2.64876 -0.27910
C 3.40969 -3.62906 -0.03913
N 4.20345 -3.69880 1.02306
C 4.00512 -2.66788 1.91639
C 3.03506 -1.72425 1.73201
N 2.19994 -1.66348 0.67406
C 1.63735 -4.16800 -4.96439
C 2.74976 -5.06340 -4.99568
C 3.05368 -5.77284 -6.13061
N 2.38130 -5.72120 -7.29834
C 1.32873 -4.88024 -7.27613
C 0.92889 -4.12201 -6.20329
H -4.16963 1.57359 -2.91481
H -2.35759 1.82377 -1.22864
H -2.41893 -1.90083 -4.25889
H -0.46277 -2.41620 -4.69740
H 2.92356 -3.98449 -2.56205
H 3.52909 -4.43296 -0.75870
H 4.62758 -2.65029 2.80491
H 2.90439 -0.95198 2.49253
H 3.37215 -5.20697 -4.12273
H 3.90876 -6.44584 -6.11127
H 0.76120 -4.81271 -8.20268
H 0.06298 -3.48545 -6.33009
C 0.91041 -4.25546 2.73107
Si 0.24674 -3.25573 4.15763
C 1.63504 -2.32117 5.00658
C -0.47427 -4.43314 5.44522
C -1.04359 -2.12072 3.59610
C -1.84188 -1.36626 3.05911
H 1.70241 -4.93647 3.05585
H 1.32854 -3.60549 1.95706
H 0.10703 -4.84378 2.28349
H 2.41102 -3.01519 5.34226
H 1.25976 -1.77856 5.87762
H 2.10200 -1.61197 4.31830
H 0.30560 -5.07841 5.86082
H -1.23928 -5.06941 4.99522
H -0.93707 -3.87983 6.26539
C -3.16561 4.10939 0.77189
N -4.23718 3.49918 0.01402
C -4.83019 4.04172 -1.11330
C -5.73490 3.13191 -1.53036
N -5.65472 2.07287 -0.64232
C -6.37982 0.82433 -0.77419
C -4.73345 2.27362 0.33305
Se -2.98452 -0.20172 2.23187
H -3.51572 4.99638 1.30752
H -2.34108 4.38839 0.11144
H -2.81703 3.36566 1.48652
H -4.55629 4.99761 -1.52568
H -6.39510 3.13761 -2.38088
H -7.45707 0.99560 -0.73425
H -6.07516 0.18812 0.05263
H -6.12202 0.33093 -1.71218
*
```

## Properties
HOMO level (alpha / beta) (eV): 0.69 / 0.57
Gap between HOMO and LUMO (alpha / beta) (Eh): 0.096 / 0.101
E_LUMO (alpha / beta) (eV): 3.3 / 3.3

***

Entry Q
The following is a DFT calculation (the ωB97M-V functional and the def2-TZVPD basis) of a molecular structure, C40H41KN10O2SeSi.

The geometry in ORCA input format:
```
! RIJCOSX wB97M-V def2-TZVPD def2/J DEFGRID3
* xyz -2 1
K -0.61626 -0.64816 -1.20669
C -2.06371 -5.32676 -1.54150
C -1.85277 -3.89472 -2.04043
O -1.35959 -3.10625 -1.18350
C -2.23206 -3.62871 -3.34929
C -2.18784 -2.39257 -4.08639
C -2.75992 -2.45717 -5.49234
N -1.70595 -1.28050 -3.62995
N -1.77792 -0.23081 -4.55554
C -1.34932 0.91686 -4.08926
O -0.89423 1.22245 -2.94331
C -1.41445 2.03588 -5.11039
C -0.96502 3.30238 -4.74960
C -1.01406 4.36064 -5.64920
C -1.51701 4.16864 -6.92815
C -1.96962 2.90497 -7.29725
C -1.91877 1.85119 -6.39844
H -1.10507 -5.72510 -1.19875
H -2.48316 -5.99471 -2.29593
H -2.72876 -5.29667 -0.67457
H -2.64860 -4.46900 -3.89231
H -3.10860 -3.46543 -5.71928
H -2.00892 -2.15229 -6.22294
H -3.58634 -1.75198 -5.59757
H -0.58239 3.42267 -3.74443
H -0.65875 5.34060 -5.34881
H -1.55768 4.99328 -7.63129
H -2.36625 2.74371 -8.29415
H -2.26707 0.86214 -6.66473
C -3.80480 1.70926 0.77098
C -2.61923 1.60312 0.16758
N -1.48136 1.32776 1.02634
C -1.85920 0.43207 2.11101
C -3.09502 0.76829 2.70774
N -4.03195 1.47728 2.12855
C -1.09799 -0.72227 2.40354
C -1.48924 -1.60769 3.45295
C -0.78229 -2.75146 3.69391
C 0.32454 -3.05746 2.88260
C 0.65353 -2.15026 1.89223
N 0.01074 -1.00457 1.67603
C 1.80137 -2.44972 0.98611
C 2.83735 -3.30737 1.36075
N 3.87418 -3.56938 0.57838
C 3.88304 -2.97968 -0.61399
C 2.86677 -2.12157 -1.00233
N 1.84236 -1.85170 -0.20309
C -1.18288 -3.67281 4.78657
C -0.23283 -4.32904 5.56580
C -0.64707 -5.16650 6.58661
N -1.92325 -5.40265 6.88625
C -2.82999 -4.78036 6.13298
C -2.51848 -3.92366 5.09141
H -4.68776 1.93665 0.18503
H -2.42835 1.72535 -0.89334
H -3.32881 0.40559 3.70895
H -2.35511 -1.37150 4.05552
H 0.82007 -4.01167 2.98311
H 2.83596 -3.76372 2.34386
H 4.72394 -3.18464 -1.26594
H 2.88295 -1.61473 -1.96168
H 0.82313 -4.17193 5.38928
H 0.08818 -5.67447 7.20290
H -3.86780 -4.98486 6.37510
H -3.30647 -3.46971 4.50529
C 0.63331 5.20138 3.98325
Si 0.69663 4.95120 2.12208
C 2.50074 4.90660 1.59601
C -0.15014 6.38867 1.26828
C -0.17582 3.42680 1.68190
C -0.79426 2.42177 1.39073
H 1.16206 6.11425 4.27031
H 1.09843 4.35750 4.49735
H -0.39844 5.27306 4.33198
H 3.00205 5.85582 1.80641
H 2.59381 4.71610 0.52416
H 3.03168 4.11685 2.12969
H 0.34560 7.33284 1.51289
H -1.19500 6.45722 1.57628
H -0.12864 6.26041 0.18501
C 2.04585 1.79937 -1.41517
N 2.88424 1.20043 -0.37638
C 2.42005 0.76465 0.84339
C 3.46394 0.20221 1.48269
N 4.55741 0.28357 0.63014
C 5.87983 -0.23729 0.88282
C 4.19798 0.90629 -0.51654
Se 5.26210 1.38958 -1.93903
H 1.35089 2.51997 -0.97202
H 1.47216 1.03386 -1.92138
H 2.69501 2.28698 -2.13065
H 1.38129 0.86191 1.11514
H 3.52971 -0.27796 2.44222
H 5.91167 -0.61870 1.90163
H 6.61815 0.55227 0.75088
H 6.10960 -1.04221 0.18497
*
```

## Properties
HOMO level (eV): -0.94
Gap between HOMO and LUMO (Eh): 0.171
E_LUMO (eV): 3.7

***

entry Q is the most stable structure; the next one sits 0.1278 hartree above it.

***

Entry P
The following is a DFT calculation (the ωB97M-V functional and the def2-TZVPD basis) of 2 unconnected molecules or ions with the total composition C8H19NO.

The geometry in ORCA input format:
```
! RIJCOSX wB97M-V def2-TZVPD def2/J DEFGRID3
* xyz 0 1
C 3.37563 1.50157 0.87036
N 2.51537 0.28421 0.68416
C 2.56390 -0.53150 -0.47848
C 1.30580 -1.29934 -0.62338
O 3.52718 -0.73408 -1.13194
H 4.17984 1.76391 -0.00371
H 2.56594 2.39586 0.97561
H 3.85745 1.69253 1.86943
H 1.81189 0.16999 1.39317
H 0.56819 -0.91269 0.03069
H 1.27955 -2.54060 -0.56215
H 0.64187 -0.90593 -1.63533
C -1.72880 2.53515 -0.68645
C -1.98551 1.21815 0.08530
C -1.52344 -0.05301 -0.29640
C -1.90382 -1.26817 0.54949
C -1.08826 -2.65295 0.35578
H -0.56985 2.72065 -1.00347
H -2.23226 2.57810 -1.74079
H -2.44335 3.35786 -0.08228
H -3.04428 1.22497 -0.37819
H -1.97648 1.37706 1.11619
H -1.94083 -0.17681 -1.34853
H -0.27907 0.03168 -0.72381
H -2.90862 -1.61414 0.36400
H -1.87484 -0.82297 1.64501
H -0.01081 -2.98509 0.91054
H -1.84850 -3.53895 0.66381
H -0.83390 -2.81547 -0.81864
*
```

## Properties
HOMO level (eV): -9.39
Gap between HOMO and LUMO (Eh): 0.371
E_LUMO (eV): 0.7
SMILES string: CNC(C)=O.CCCCC

***

Entry Q
The following is a DFT calculation (the ωB97M-V functional and the def2-TZVPD basis) of 2 unconnected molecules or ions with the total composition C8H19NO.

The geometry in ORCA input format:
```
! RIJCOSX wB97M-V def2-TZVPD def2/J DEFGRID3
* xyz 0 1
C -0.70773 -2.04640 -0.77713
C -1.05014 -1.23952 0.45443
O -1.06384 -1.74110 1.55406
C -1.51791 0.26993 0.22269
C -2.98356 0.16397 -0.21634
C -0.69009 0.97867 -0.83205
C -1.42777 1.00726 1.55911
H -0.58562 -3.09123 -0.51198
H -1.46582 -1.94655 -1.53939
H 0.23176 -1.71218 -1.19858
H -3.09114 -0.40378 -1.14060
H -3.38819 1.16053 -0.38501
H -3.57179 -0.32809 0.55976
H -0.91262 2.04170 -0.82970
H -0.87315 0.58632 -1.82950
H 0.40281 0.83089 -0.60205
H -1.93761 1.96696 1.50493
H -0.38732 1.18984 1.81769
H -1.87250 0.41310 2.35069
C 2.83494 -0.48977 -1.02774
N 2.37201 -0.27992 0.32250
C 2.74930 0.98321 0.91283
H 2.54524 -1.48400 -1.36622
H 3.92519 -0.42216 -1.04794
H 2.44010 0.25988 -1.73444
H 1.44141 -0.61798 0.55735
H 2.38308 1.03042 1.93647
H 3.84380 1.07431 0.93096
H 2.35716 1.84570 0.35521
*
```

## Properties
HOMO level (eV): -8.54
Gap between HOMO and LUMO (Eh): 0.344
E_LUMO (eV): 0.8
SMILES string: CC(=O)C(C)(C)C.CNC

***

entry Q is the most stable structure; the next one sits 0.2134 hartree above it.

***

Entry P
The following is a DFT calculation (the ωB97M-V functional and the def2-TZVPD basis) of 2 unconnected molecules or ions with the total composition C8H19NO.

The geometry in ORCA input format:
```
! RIJCOSX wB97M-V def2-TZVPD def2/J DEFGRID3
* xyz 0 1
C 2.02621 0.64957 0.80279
C 0.92528 -0.44146 0.65682
N 1.57263 -1.50582 -0.12554
C 2.58607 -2.24292 0.67123
C 1.01471 -2.15564 -1.18114
C -0.12502 -1.57902 -1.93268
O 1.57036 -3.17332 -1.59195
H 2.66777 0.90445 -0.08505
H 2.77052 0.50872 1.57454
H 1.49462 1.63520 0.85244
H 0.84362 -0.75051 1.69372
H -0.11617 -0.17887 0.42331
H 3.57032 -2.27418 0.13586
H 2.84102 -1.67756 1.57344
H 2.54232 -3.32467 0.57434
H -0.58412 -2.37998 -2.49553
H -0.84563 -0.96213 -1.38428
H 0.27362 -0.76730 -2.58581
C -1.57060 2.94613 0.33469
C -1.83510 1.43896 0.09218
C -3.28599 0.94651 0.14397
H -2.16325 3.56743 -0.31998
H -0.49790 3.14031 0.22660
H -1.83457 3.12656 1.39210
H -1.43727 1.13181 -0.88535
H -1.24442 1.02942 0.92775
H -3.97525 1.56679 0.71412
H -3.81187 0.86255 -0.81001
H -3.37190 -0.04103 0.60743
*
```

## Properties
HOMO level (eV): -8.97
Gap between HOMO and LUMO (Eh): 0.358
E_LUMO (eV): 0.8
SMILES string: CCN(C)C(C)=O.CCC

***

Entry Q
The following is a DFT calculation (the ωB97M-V functional and the def2-TZVPD basis) of a single C8H19NO molecule.

The geometry in ORCA input format:
```
! RIJCOSX wB97M-V def2-TZVPD def2/J DEFGRID3
* xyz 0 1
C 1.53538 -1.83570 -0.11770
C -0.17292 -2.12221 0.53207
O -0.83174 -2.96974 -0.35778
C -0.91948 -0.86992 0.90182
C -0.71279 0.45883 0.02707
C -1.69550 1.49696 0.58410
C -1.09766 0.16624 -1.42718
C 0.73123 0.92813 0.16352
C 1.28684 1.78605 -0.95612
N 0.96460 1.57226 1.44033
H 2.15233 -1.79652 0.77653
H 1.88373 -1.33819 -1.02486
H 1.64753 -2.85235 -0.49816
H 0.07664 -2.72359 1.40488
H -1.10491 -2.46327 -1.13170
H -1.99369 -1.08043 0.86173
H -0.65788 -0.61326 1.93079
H -2.72230 1.15073 0.45759
H -1.57482 2.44115 0.05516
H -1.51852 1.68493 1.63971
H -1.15436 1.08630 -2.00612
H -2.07446 -0.31916 -1.45769
H -0.38240 -0.49224 -1.91944
H 1.34211 -0.14211 0.08792
H 1.23321 1.27968 -1.91639
H 0.74796 2.73204 -1.03456
H 2.33493 2.01937 -0.75807
H 0.74298 0.96000 2.21568
H 1.93395 1.85603 1.52688
*
```

## Properties
HOMO level (eV): -8.38
Gap between HOMO and LUMO (Eh): 0.336
E_LUMO (eV): 0.8
SMILES string: C[C@H](O)CC(C)(C)[C@@H](C)N

***

entry P is the most stable structure; the next one sits 0.0202 hartree above it.

***

Entry P
The following is a DFT calculation (the ωB97M-V functional and the def2-TZVPD basis) of 2 unconnected molecules or ions with the total composition C3H6ClN2O.

The geometry in ORCA input format:
```
! RIJCOSX wB97M-V def2-TZVPD def2/J DEFGRID3
* xyz 1 1
Cl 1.32540 -2.21523 0.19542
C 0.00072 -1.18912 0.27052
N -1.27325 -1.55281 0.35089
C -2.05175 -0.41038 0.41111
C -1.20983 0.64294 0.36155
N 0.07721 0.12967 0.26888
H -1.60365 -2.50439 0.37938
H -3.11848 -0.39858 0.49220
H -1.42774 1.69024 0.37876
H 0.91005 0.70766 0.22430
O 2.57458 1.48112 -0.86474
H 2.45751 2.41146 -1.08627
H 3.33924 1.20743 -1.38202
*
```

## Properties
HOMO level (eV): -14.29
Gap between HOMO and LUMO (Eh): 0.410
E_LUMO (eV): -3.1

***

Entry Q
The following is a DFT calculation (the ωB97M-V functional and the def2-TZVPD basis) of 2 unconnected molecules or ions with the total composition C3H6ClN2O.

The geometry in ORCA input format:
```
! RIJCOSX wB97M-V def2-TZVPD def2/J DEFGRID3
* xyz 1 1
C -0.31839 0.38301 -0.02620
C -3.97214 -0.10306 0.87859
C -0.60015 -1.92261 -0.43620
N 0.23250 1.61050 -0.36239
N -0.05774 -0.70439 -0.70040
O -2.89447 -0.09826 1.29090
Cl -4.87875 0.42330 -0.38779
H -1.20024 0.38459 0.58523
H -0.43269 -2.65489 -1.17157
H -1.10727 -2.12048 0.51267
H 0.43136 2.31779 0.38495
H 0.77776 1.59809 -1.25420
H 0.55930 -0.67047 -1.44246
*
```

## Properties
HOMO level (alpha / beta) (eV): -12.79 / -11.74
Gap between HOMO and LUMO (alpha / beta) (Eh): 0.321 / 0.242
E_LUMO (alpha / beta) (eV): -4.1 / -5.2

***

entry P is the most stable structure; the next one sits 0.1608 hartree above it.